C4H6O2 | ωB97M-V/def2-TZVPD

The value obtained for the energy above the lowest of the compared OMol25 structures with the same formula, charge and spin is 62.9 kcal/mol. Its structure (SMILES) is C#C[C@H](O)CO. For the total energy, the calculation gives -306.40608 Eh. As for the orbital gap: 0.4070 Ha. The HOMO energy is -10.259 eV.

```
12
Properties=species:S:1:pos:R:3:mulliken_charge:R:1
C 2.183 -0.879 0.067 0.041
C 1.232 -0.173 -0.154 -0.510
C 0.050 0.698 -0.039 0.019
O -0.282 0.764 1.347 -0.502
C -1.200 0.151 -0.726 -0.483
O -1.377 -1.222 -0.497 -0.508
H 3.001 -1.526 0.294 0.407
H 0.269 1.703 -0.431 0.240
H 0.552 0.805 1.833 0.340
H -2.042 0.743 -0.335 0.268
H -1.149 0.299 -1.809 0.349
H -1.237 -1.363 0.450 0.340
```



C9H12N2 | ωB97M-V/def2-TZVPD

The value obtained for the energy above the lowest of the compared OMol25 structures with the same formula, charge and spin is 94.7 kcal/mol. Its structure (SMILES) is Cc1ccccc1.N=C=CN. For the total energy, the calculation gives -459.53664 Eh. As for the orbital gap: 0.3401 Ha. The HOMO energy is -8.441 eV.

```
23
Properties=species:S:1:pos:R:3:mulliken_charge:R:1
C -1.562 2.143 -1.165 -1.072
C -1.429 0.773 -0.560 0.904
C -0.593 -0.197 -1.105 -0.176
C -0.562 -1.484 -0.552 -0.565
C -1.330 -1.799 0.492 -0.363
C -2.296 -0.867 0.942 -0.510
C -2.300 0.378 0.473 -0.306
H -0.617 2.615 -0.971 0.297
H -2.233 2.753 -0.343 0.248
H -1.820 2.230 -2.236 0.301
H 0.009 -0.087 -2.047 0.252
H 0.134 -2.232 -1.003 0.341
H -1.282 -2.743 0.999 0.443
H -2.936 -1.209 1.895 0.175
H -3.048 1.197 0.932 0.026
N 4.234 -0.922 -0.364 -0.540
C 3.122 -0.945 0.133 0.604
C 2.089 -0.606 0.846 -0.474
N 2.092 0.766 1.302 -0.484
H 4.354 -0.977 -1.394 0.270
H 1.338 -1.298 1.378 0.216
H 1.674 1.474 0.709 0.191
H 2.964 1.038 1.639 0.222
```



C18H54F6InN3O21S6 | ωB97M-V/def2-TZVPD

The value obtained for the energy above the lowest of the compared OMol25 structures with the same formula, charge and spin is 0.0 kcal/mol. For the total energy, the calculation gives -5640.14009 Eh. As for the orbital gap: 0.0437 Ha. The HOMO energy is -10.065 eV.

```
109
Properties=species:S:1:pos:R:3:mulliken_charge:R:1
In -0.514 1.993 -4.683 0.996
N 0.000 0.131 0.504 -0.125
S -0.836 -0.597 1.611 1.103
O -1.824 0.231 2.311 -0.467
O -0.299 -1.701 2.428 -0.462
F -1.794 -1.402 0.610 -0.253
S 1.424 0.217 1.425 1.046
O 2.363 -0.916 1.267 -0.452
O 1.332 0.963 2.701 -0.458
F 2.038 1.393 0.384 -0.290
N 4.054 4.896 -5.987 -0.140
S 4.004 6.352 -6.841 1.076
O 4.615 6.448 -8.183 -0.468
O 4.067 7.498 -5.932 -0.475
F 2.438 6.174 -7.094 -0.236
S 5.588 4.715 -6.166 1.101
O 6.478 5.737 -5.643 -0.451
O 6.027 4.022 -7.350 -0.451
F 5.641 3.588 -4.961 -0.295
N -3.274 -2.469 -6.392 -0.136
S -4.550 -2.612 -7.529 1.080
O -5.866 -3.043 -6.977 -0.490
O -4.169 -2.962 -8.890 -0.488
F -4.830 -1.064 -7.818 -0.248
S -3.326 -3.901 -6.034 1.083
O -2.953 -4.997 -6.943 -0.469
O -4.271 -4.170 -4.990 -0.425
F -1.976 -3.900 -5.101 -0.317
C 6.599 -2.634 -5.544 -0.789
C 5.171 -3.090 -5.122 -0.197
O 4.216 -2.161 -5.809 -0.543
H 6.629 -1.750 -6.181 0.272
H 7.070 -3.507 -5.995 0.281
H 7.100 -2.403 -4.605 0.239
H 4.981 -2.867 -4.072 0.225
H 5.084 -4.146 -5.374 0.239
H 4.212 -2.367 -6.746 0.295
C -1.518 1.324 8.837 -0.985
C -1.596 0.636 10.167 -0.151
O -0.297 0.007 10.374 -0.528
H -2.547 1.630 8.647 0.323
H -1.024 0.704 8.089 0.294
H -0.998 2.267 9.004 0.253
H -2.366 -0.126 10.048 0.259
H -1.854 1.333 10.965 0.246
H -0.375 -0.770 10.932 0.290
C 1.778 7.507 0.215 -0.908
C 0.647 8.013 -0.725 -0.271
O -0.043 6.835 -1.205 -0.495
H 2.539 6.890 -0.262 0.278
H 1.497 6.898 1.074 0.266
H 2.423 8.309 0.574 0.332
H 0.969 8.549 -1.618 0.234
H -0.141 8.616 -0.274 0.271
H -0.706 6.728 -0.518 0.291
C -2.121 -8.569 3.600 -0.910
C -3.289 -8.080 4.412 -0.255
O -4.487 -8.228 3.618 -0.513
H -2.415 -9.580 3.316 0.287
H -1.270 -8.639 4.277 0.295
H -1.959 -7.804 2.840 0.253
H -3.042 -7.053 4.681 0.299
H -3.434 -8.675 5.313 0.242
H -4.933 -7.378 3.645 0.302
C -10.562 -5.012 0.223 -0.952
C -9.594 -4.485 -0.936 -0.320
O -8.351 -4.352 -0.378 -0.456
H -10.362 -5.994 0.651 0.293
H -11.569 -5.104 -0.183 0.320
H -10.598 -4.213 0.963 0.264
H -9.701 -3.432 -1.195 0.245
H -9.592 -4.937 -1.928 0.372
H -7.847 -4.414 -1.193 0.321
C -7.889 2.071 -3.809 -0.861
C -7.089 2.510 -2.569 -0.321
O -5.890 1.800 -2.600 -0.491
H -8.892 2.494 -3.754 0.321
H -7.845 0.993 -3.968 0.294
H -7.378 2.551 -4.644 0.229
H -7.598 2.246 -1.642 0.253
H -7.039 3.599 -2.596 0.271
H -6.070 0.936 -2.220 0.305
C -2.687 7.700 3.927 -0.943
C -3.382 6.491 3.246 -0.205
O -3.923 6.996 2.081 -0.511
H -1.875 8.250 3.452 0.275
H -2.199 7.363 4.842 0.336
H -3.416 8.450 4.235 0.265
H -4.147 6.047 3.883 0.295
H -2.622 5.779 2.924 0.189
H -4.866 7.130 2.205 0.300
C 8.257 2.460 3.261 -1.098
C 9.346 1.565 2.782 -0.165
O 10.476 2.377 2.493 -0.523
H 7.717 2.963 2.459 0.331
H 8.530 3.218 3.995 0.312
H 7.460 1.942 3.794 0.335
H 8.960 1.129 1.861 0.194
H 9.643 0.782 3.479 0.312
H 10.135 3.027 1.874 0.302
C 8.016 -5.487 2.113 -0.927
C 7.801 -6.890 1.445 -0.242
O 8.930 -7.312 0.688 -0.526
H 7.921 -4.726 1.339 0.247
H 8.971 -5.560 2.634 0.270
H 7.288 -5.200 2.872 0.331
H 6.910 -6.819 0.822 0.234
H 7.533 -7.705 2.116 0.308
H 9.003 -8.268 0.651 0.305
```



C45H50FN8O11S | ωB97M-V/def2-TZVPD

As for the total charge: -1. For the total energy, the calculation gives -3508.12664 Eh. As for the orbital gap: 0.1655 Ha. The HOMO energy is -4.062 eV.

```
116
Properties=species:S:1:pos:R:3:mulliken_charge:R:1
C 7.779 -0.744 2.932 -1.031
C 6.231 -0.631 2.830 -0.321
C 5.653 -1.577 1.765 0.191
F 5.592 -2.850 2.338 -0.497
C 4.364 -1.133 1.047 0.612
C 4.753 0.143 0.252 -2.000
N 3.800 0.513 -0.811 -0.501
C 4.089 -2.222 -0.076 -0.014
O 2.913 -2.424 -0.463 -0.702
O 5.096 -2.801 -0.543 -0.722
N 3.143 -0.991 1.841 1.159
C 2.682 -2.187 2.529 -0.983
C 1.193 -2.445 2.176 -1.076
C 0.186 -1.774 3.145 -0.315
C -1.066 -2.668 3.311 -0.978
C -2.056 -2.522 2.129 -0.675
C -3.522 -2.558 2.641 -0.958
C -4.138 -1.132 2.748 -0.553
S -5.885 -1.262 2.229 -0.186
C -6.329 0.352 1.737 0.549
N -7.404 0.919 2.128 -0.461
N -7.473 2.161 1.526 -0.290
C -6.416 2.257 0.819 -0.070
O -5.641 1.171 0.882 -0.254
C 2.943 0.217 2.544 -0.515
C 3.285 0.431 3.865 -0.025
C 3.054 1.621 4.502 -1.022
C 2.461 2.671 3.850 -0.411
C 2.074 2.469 2.548 -0.975
C 2.311 1.273 1.924 0.065
H 8.203 0.199 2.586 0.297
H 8.104 -1.598 2.342 0.039
H 8.051 -0.906 3.977 0.317
H 5.905 0.402 2.704 0.278
H 5.808 -0.956 3.787 0.177
H 6.410 -1.639 0.979 0.708
H 4.955 0.983 0.927 0.411
H 5.709 -0.102 -0.223 0.884
H 4.338 0.532 -1.671 0.095
H 3.501 1.473 -0.676 0.326
H 2.700 -2.082 3.623 0.531
H 3.217 -3.097 2.271 0.489
H 0.995 -2.237 1.125 0.326
H 1.062 -3.532 2.298 0.533
H 0.640 -1.557 4.113 0.373
H -0.180 -0.871 2.643 0.169
H -1.555 -2.431 4.263 0.508
H -0.784 -3.725 3.348 0.332
H -1.855 -1.612 1.557 0.432
H -1.949 -3.350 1.424 0.325
H -3.535 -2.977 3.648 0.384
H -4.142 -3.172 1.983 0.546
H -4.044 -0.781 3.775 0.376
H -3.607 -0.467 2.068 0.398
H -6.178 3.130 0.235 0.489
H 3.774 -0.353 4.432 0.295
H 3.378 1.727 5.533 0.376
H 2.285 3.627 4.326 0.402
H 1.597 3.278 2.003 0.399
H 2.002 1.144 0.892 0.742
C -8.169 1.832 -2.262 -0.358
C -8.156 1.731 -3.648 -0.575
C -9.023 2.501 -4.408 -0.419
C -9.890 3.367 -3.765 -0.150
C -9.917 3.472 -2.386 -0.177
C -9.052 2.697 -1.630 -0.486
N -10.795 4.204 -4.565 1.069
O -10.764 4.078 -5.771 -0.629
O -11.525 4.975 -3.971 -0.611
H -7.487 1.231 -1.673 0.426
H -7.468 1.054 -4.136 0.396
H -9.012 2.423 -5.485 0.463
H -10.600 4.146 -1.889 0.518
H -9.062 2.769 -0.550 0.543
C 10.808 -6.060 -0.803 -0.397
C 10.228 -5.038 -1.541 -0.504
C 10.045 -3.788 -0.971 -0.295
C 10.452 -3.579 0.333 0.171
C 11.024 -4.589 1.085 -0.405
C 11.202 -5.837 0.510 -0.435
N 10.278 -2.249 0.932 0.994
O 9.756 -1.391 0.252 -0.543
O 10.664 -2.084 2.073 -0.589
H 10.953 -7.034 -1.252 0.364
H 9.918 -5.214 -2.562 0.367
H 9.591 -2.993 -1.546 0.466
H 11.332 -4.415 2.106 0.437
H 11.650 -6.636 1.085 0.362
C 8.230 4.778 -3.597 -0.380
C 6.981 5.001 -4.160 -0.406
C 6.075 3.958 -4.275 -0.376
C 6.434 2.703 -3.818 0.086
C 7.677 2.463 -3.261 -0.414
C 8.579 3.510 -3.151 -0.492
N 5.469 1.598 -3.914 1.078
O 4.391 1.833 -4.422 -0.613
O 5.811 0.522 -3.473 -0.585
H 8.934 5.595 -3.503 0.366
H 6.711 5.989 -4.507 0.363
H 5.103 4.132 -4.713 0.444
H 7.947 1.477 -2.910 0.558
H 9.553 3.337 -2.714 0.379
C -14.493 2.015 -3.329 -0.620
C -14.983 0.715 -3.342 -0.351
C -14.460 -0.233 -2.475 -0.395
C -13.453 0.137 -1.602 0.037
C -12.951 1.425 -1.584 -0.326
C -13.476 2.368 -2.454 -0.303
N -12.912 -0.859 -0.665 1.025
O -13.363 -1.987 -0.721 -0.614
O -12.052 -0.496 0.109 -0.605
H -14.906 2.755 -4.003 0.400
H -15.774 0.440 -4.025 0.375
H -14.842 -1.243 -2.486 0.447
H -12.162 1.708 -0.902 0.488
H -13.094 3.381 -2.448 0.439
```



C23H35AuF4N4O2PS2 | ωB97M-V/def2-TZVPD

As for the total charge: +1. For the total energy, the calculation gives -2939.62775 Eh. As for the orbital gap (spin up / spin down): 0.3292 / 0.2367 Ha. Its multiplicity is 3. The HOMO energy (spin up / spin down) is -10.955 / -11.129 eV.

```
72
Properties=species:S:1:pos:R:3:mulliken_charge:R:1
Au -1.160 -0.243 1.088 0.943
C -0.501 -3.400 2.081 -1.321
C -0.492 -3.195 0.578 -0.448
N -1.473 -2.197 0.063 0.572
C -1.201 -2.028 -1.395 -0.447
C -1.992 -0.888 -2.034 -1.296
C -2.874 -2.658 0.234 -1.018
C -3.530 -2.283 1.555 -0.909
N -3.466 -0.843 1.712 -0.124
C -4.152 -0.237 2.679 0.098
C -4.158 1.188 2.670 0.084
F -3.505 1.838 1.704 -0.281
C -4.839 1.914 3.615 0.116
F -4.813 3.246 3.546 -0.287
C -5.553 1.286 4.623 -0.420
C -5.568 -0.099 4.662 -0.036
F -6.239 -0.727 5.625 -0.283
C -4.892 -0.849 3.731 0.840
F -4.924 -2.178 3.844 -0.283
H 0.385 -3.969 2.362 0.468
H -1.365 -3.962 2.436 0.335
H -0.461 -2.444 2.612 0.227
H -0.680 -4.147 0.070 0.419
H 0.488 -2.840 0.263 0.211
H -1.427 -2.980 -1.889 0.407
H -0.130 -1.858 -1.487 0.231
H -2.796 -1.244 -2.678 0.373
H -1.334 -0.258 -2.634 0.280
H -2.446 -0.247 -1.273 0.305
H -2.910 -3.744 0.099 0.307
H -3.468 -2.211 -0.562 0.474
H -3.057 -2.783 2.400 0.420
H -4.567 -2.629 1.527 0.613
H -6.088 1.864 5.364 0.509
C 3.558 -0.468 -5.109 -1.446
C 2.374 -0.570 -4.178 0.889
C 1.219 -1.349 -4.761 -1.310
O 2.778 -1.305 -2.974 -0.149
P 3.242 -0.629 -1.634 -0.084
S 4.238 -1.933 -0.547 -0.217
S 1.843 -0.228 -0.336 -0.299
O 4.044 0.625 -2.143 -0.076
C 4.313 1.836 -1.359 0.872
C 5.265 1.542 -0.223 -1.298
C 4.855 2.835 -2.351 -1.505
H 3.254 0.039 -6.026 0.408
H 3.913 -1.467 -5.369 0.334
H 4.375 0.091 -4.657 0.303
H 2.042 0.423 -3.869 0.282
H 1.541 -2.355 -5.035 0.352
H 0.849 -0.849 -5.658 0.418
H 0.399 -1.430 -4.047 0.148
H 3.349 2.166 -0.969 0.030
H 6.198 1.122 -0.602 0.319
H 4.835 0.846 0.497 0.326
H 5.493 2.475 0.296 0.427
H 5.804 2.489 -2.764 0.341
H 5.027 3.791 -1.855 0.445
H 4.154 2.993 -3.171 0.356
N -0.952 2.649 -0.150 -0.313
C -0.136 2.605 0.943 1.053
C 0.728 3.670 1.243 -0.966
C 1.564 3.573 2.322 -0.337
C 1.550 2.419 3.112 -0.769
C 0.690 1.419 2.759 -0.265
N -0.147 1.500 1.697 -0.352
H -1.142 3.549 -0.555 0.276
H -1.710 1.986 -0.186 -0.031
H 0.718 4.551 0.615 0.432
H 2.232 4.391 2.561 0.433
H 2.194 2.304 3.970 0.475
H 0.639 0.498 3.323 0.419
```



C28H71N3O9 | ωB97M-V/def2-TZVPD

The value obtained for the energy above the lowest of the compared OMol25 structures with the same formula, charge and spin is 0.0 kcal/mol. As for the total charge: +1. For the total energy, the calculation gives -1950.40014 Eh. As for the orbital gap (spin up / spin down): 0.2640 / 0.1067 Ha. Its multiplicity is 2. The HOMO energy (spin up / spin down) is -9.783 / -9.783 eV.

```
111
Properties=species:S:1:pos:R:3:mulliken_charge:R:1
C -4.135 0.283 -2.624 -0.621
O -3.158 -0.801 -2.568 -0.424
H -4.356 0.702 -1.643 0.206
H -3.749 1.067 -3.276 0.220
H -5.083 0.025 -3.095 0.425
H -3.721 -1.578 -2.585 0.265
O -0.606 -1.001 -0.819 -0.210
H -1.363 -1.060 -1.401 0.347
H -0.965 -1.136 0.058 -0.127
O -3.458 -3.232 1.294 -0.666
H -3.117 -2.396 1.611 0.369
H -3.086 -3.884 1.887 0.290
O 0.025 -2.878 -2.670 -0.662
H -0.018 -2.297 -1.910 0.435
H 0.632 -2.444 -3.270 0.234
O -3.582 -3.752 -1.364 -0.691
H -2.640 -3.740 -1.533 0.280
H -3.656 -3.697 -0.411 0.446
O -2.327 -0.575 1.618 -0.681
H -2.495 -0.561 2.560 0.374
H -2.111 0.332 1.399 -0.149
C 3.062 -2.878 3.649 -1.861
C 1.852 -2.017 3.862 1.698
C 0.978 -2.028 2.509 -0.580
C 0.130 -3.332 2.346 -0.322
C -0.621 -3.712 3.643 -1.274
C 0.148 -3.531 5.047 1.578
N 1.034 -2.368 5.060 0.377
O 1.708 -2.092 6.301 -0.510
C -0.927 -3.455 6.159 -1.917
C 0.866 -4.800 5.414 -1.748
C 2.306 -0.514 4.060 -1.911
H 2.776 -3.928 3.585 0.283
H 3.757 -2.857 4.488 0.406
H 3.627 -2.495 2.799 0.420
H 0.220 -1.250 2.413 -0.250
H 1.582 -1.826 1.624 0.726
H 0.763 -4.131 1.959 0.443
H -0.618 -3.128 1.580 0.034
H -0.883 -4.770 3.645 0.287
H -1.583 -3.199 3.662 0.291
H -0.457 -3.148 7.093 0.448
H -1.665 -2.710 5.863 0.394
H -1.505 -4.372 6.279 0.364
H 1.407 -4.633 6.345 0.361
H 0.277 -5.718 5.423 0.464
H 1.611 -5.068 4.665 0.407
H 1.489 0.174 4.278 0.379
H 2.662 -0.080 3.126 0.421
H 3.155 -0.443 4.739 0.417
H 1.222 -1.370 6.706 0.332
C 3.107 -0.686 -3.328 -1.007
C 2.677 0.815 -3.493 2.090
C 3.976 1.565 -3.759 -1.558
C 4.658 1.339 -5.131 -0.892
C 3.669 1.623 -6.261 -0.999
C 2.332 0.899 -6.082 1.250
N 1.835 0.992 -4.680 0.636
O 0.589 0.350 -4.532 -0.218
C 1.329 1.824 -6.872 -1.789
C 2.274 -0.482 -6.612 -1.636
C 2.135 1.435 -2.204 -2.228
H 3.824 -1.039 -4.069 0.294
H 2.230 -1.330 -3.385 -0.192
H 3.507 -0.792 -2.320 0.473
H 3.818 2.636 -3.627 0.500
H 4.670 1.391 -2.936 0.562
H 5.020 0.314 -5.212 0.333
H 5.539 1.977 -5.201 0.436
H 4.166 1.299 -7.175 0.476
H 3.609 2.705 -6.145 0.368
H 1.222 2.774 -6.348 0.430
H 1.633 1.869 -7.918 0.434
H 0.345 1.355 -6.849 0.435
H 1.355 -1.018 -6.375 0.328
H 2.269 -0.472 -7.701 0.511
H 3.196 -1.029 -6.417 0.370
H 2.089 2.518 -2.322 0.443
H 2.653 1.249 -1.264 0.502
H 1.157 1.010 -1.981 0.329
H 0.096 1.055 -4.106 0.336
C -3.279 4.574 2.026 -1.700
C -3.127 3.062 1.577 1.413
C -3.430 2.919 0.029 -1.085
C -2.279 3.305 -0.938 -1.016
C -1.001 2.678 -0.497 -0.362
C -0.612 2.789 1.049 1.603
N -1.797 2.522 1.884 1.208
O -1.514 2.517 3.215 -0.627
C 0.515 1.715 1.274 -1.770
C -0.020 4.193 1.473 -1.778
C -4.198 2.238 2.320 -1.632
H -4.324 4.881 1.987 0.464
H -2.667 5.301 1.493 0.293
H -2.964 4.656 3.066 0.382
H -3.614 1.860 -0.156 -0.123
H -4.390 3.357 -0.243 0.490
H -2.171 4.377 -0.772 0.454
H -2.356 3.178 -2.017 0.433
H -0.150 2.996 -1.100 0.235
H -1.232 1.642 -0.744 -0.104
H 0.157 0.712 1.043 -0.035
H 1.484 1.890 0.809 0.296
H 0.729 1.718 2.343 0.638
H 0.978 4.364 1.070 0.493
H -0.595 5.022 1.059 0.323
H 0.232 4.229 2.533 0.385
H -4.048 1.193 2.047 0.183
H -5.208 2.534 2.038 0.405
H -4.112 2.299 3.405 0.381
H -1.384 3.439 3.448 0.320
```